(1)
The following is a quantum chemistry calculation of a cluster of 3 separate species, C33H59ClF2N2O8PS in total at a distorted geometry, from OMol25.

Values from the calculation:
Charge   +1
Orbital gap   7.7 eV
Energy above the lowest of the compared OMol25 structures with the same formula, charge and spin   0.00 kcal per mole

XYZ file:
```
107
C33H59ClF2N2O8PS wB97M-V/def2-TZVPD
Cl -2.57 -0.70 -5.43
S -0.62 6.01 -4.19
P -0.70 4.15 -3.70
F -1.09 -0.70 -8.56
F -0.66 3.43 -8.07
O 4.36 -3.52 0.28
O 6.15 -4.66 -0.49
O 0.58 1.67 -8.59
O 0.45 7.35 -8.37
O 2.40 6.78 -7.46
O 1.34 8.65 -6.76
O -2.21 0.20 -10.26
O 5.01 -3.34 -1.87
N -2.97 2.78 -6.80
N -1.74 1.51 -8.40
C 0.14 1.06 -4.14
C -5.17 -2.54 10.41
C 0.12 -1.32 7.55
C -5.72 -2.19 11.80
C 6.19 -3.73 -2.59
C 1.22 -1.97 5.31
C -2.43 3.55 -5.61
C -2.82 -2.03 9.43
C -2.43 1.39 -7.10
C 6.66 -4.94 -1.80
C -1.69 -2.80 8.70
C -1.20 1.55 -4.74
C -0.03 -2.05 6.20
C 1.39 7.69 -7.45
C 2.00 5.67 -8.25
C -3.66 -2.89 10.38
C 1.59 0.05 1.03
C 2.15 -1.54 2.96
C 2.05 -0.14 -1.47
C 2.34 -1.17 -2.56
C -1.75 0.28 -9.19
C 0.90 -1.83 3.82
C -1.08 3.03 -5.13
C 0.95 6.28 -9.16
C -6.88 -1.21 11.74
C -1.61 0.72 -5.96
C 2.40 -0.65 -0.07
C 1.98 -0.70 -3.96
C 0.47 -0.44 -4.15
C -0.47 2.12 -8.38
C 2.20 -0.10 2.42
C -0.30 -2.14 8.78
C 5.11 -3.81 -0.60
H 3.47 -0.48 0.11
H 3.23 0.27 2.41
H 0.99 0.15 -1.50
H -0.71 0.32 -6.42
H 1.82 -2.88 5.43
H -3.98 2.71 -6.70
H -0.31 -1.46 9.64
H -6.60 -0.29 11.22
H 2.55 0.20 -4.19
H 0.96 1.61 -4.62
H 2.64 0.76 -1.68
H -2.37 -1.21 9.99
H 1.81 -2.10 -2.34
H 0.13 1.37 -3.09
H 1.17 -1.05 7.68
H -5.37 -1.70 9.73
H 0.43 3.60 -3.09
H 0.15 5.60 -9.43
H 2.30 -1.45 -4.69
H -3.16 3.45 -4.80
H 2.22 -1.73 -0.04
H 3.04 -1.71 3.57
H -1.76 3.79 -2.84
H -2.39 4.60 -5.89
H -1.99 -2.94 7.66
H 6.21 -5.87 -2.16
H 0.44 -2.76 3.48
H -0.45 -0.39 7.54
H -7.74 -1.64 11.22
H -3.49 -1.59 8.68
H -5.73 -3.39 10.03
H 3.40 -1.43 -2.51
H 5.93 -3.94 -3.62
H -4.92 -1.79 12.43
H -3.27 -2.78 11.40
H 1.53 1.11 0.78
H -0.05 -0.91 -3.31
H 0.15 -1.04 3.68
H -6.07 -3.10 12.29
H -7.22 -0.93 12.74
H 1.39 6.68 -10.08
H 2.85 5.25 -8.77
H 1.57 4.91 -7.58
H -3.30 0.77 -7.30
H -0.28 3.20 -5.85
H 0.46 -2.89 8.99
H 0.14 -0.92 -5.07
H 7.74 -5.05 -1.76
H 2.22 -2.25 2.14
H 1.87 -1.14 5.62
H -1.63 -3.80 9.13
H -2.82 3.33 -7.64
H 6.91 -2.91 -2.55
H 1.64 0.55 3.11
H -0.24 -3.11 6.40
H -1.98 1.50 -3.98
H -0.88 -1.65 5.65
H 0.57 -0.35 1.02
H -3.54 -3.94 10.11
```

Atomic partial charges in e from the Löwdin method, atoms 1 to 2: atom 1 (Cl): 0.75, atom 2 (S): 0.23



(2)
The following is a quantum chemistry calculation of a structure of composition C13H23N4O2Re at a distorted geometry, from OMol25.

Values from the calculation:
Multiplicity   2
Charge   +3
Orbital gap (spin up / spin down)   4.0 / 4.3 eV
Expectation value of S²   0.77
Energy above the lowest of the compared OMol25 structures with the same formula, charge and spin   52.80 kcal per mole

XYZ file:
```
43
C13H23N4O2Re wB97M-V/def2-TZVPD
Re 0.07 0.39 0.45
O 0.20 -1.65 0.93
O 0.05 -1.10 -1.14
N 0.05 2.49 -0.14
N -2.11 0.70 0.12
N 2.22 0.70 0.08
N 0.06 1.39 2.39
C -0.26 -5.29 -2.16
C 0.09 -3.46 -0.62
C -0.21 -3.93 -1.91
C -1.14 2.64 -1.03
C 1.31 2.76 -0.91
C 2.50 2.13 -0.19
C -0.52 2.75 2.31
C -0.02 3.43 1.03
C 0.21 -5.76 0.13
C 0.28 -4.40 0.40
C -2.38 2.09 -0.34
C 0.12 -2.03 -0.29
C -0.14 -6.23 -1.13
H -0.37 -5.65 -3.17
H -1.61 2.68 2.32
H -0.24 -7.28 -1.33
H 0.47 -6.48 0.90
H -0.47 0.85 3.08
H 1.21 2.33 -1.91
H -0.48 -3.23 -2.69
H -0.67 4.27 0.79
H -2.67 2.71 0.51
H -1.29 3.68 -1.31
H 2.71 2.63 0.76
H 1.47 3.84 -1.03
H -3.22 2.11 -1.05
H 2.44 0.16 -0.76
H -2.36 0.06 -0.64
H 1.00 1.45 2.80
H 2.86 0.35 0.81
H 0.43 -4.05 1.42
H -0.24 3.36 3.17
H -2.75 0.47 0.89
H -0.96 2.07 -1.95
H 0.97 3.83 1.22
H 3.40 2.24 -0.81
```

Atomic partial charges in e from the natural (NBO) method, atoms 1 to 2: atom 1 (Re): 1.72, atom 2 (O): -0.58



(3)
The following is a quantum chemistry calculation of an isolated molecule of C2H4N2 at a distorted geometry, from OMol25.

Values from the calculation:
SMILES string   C1[C@@H]2NN12
Orbital gap   11.6 eV
Energy above the lowest of the compared OMol25 structures with the same formula, charge and spin   93.58 kcal per mole

XYZ file:
```
8
C2H4N2 wB97M-V/def2-TZVPD
N -0.19 -0.91 -0.72
N 1.11 0.15 -0.88
C -0.80 0.01 0.23
C 0.61 -0.29 0.37
H -0.90 1.10 -0.03
H 0.58 1.02 -1.16
H 1.03 -0.81 1.13
H -1.44 -0.27 1.07
```

Atomic partial charges in e from the natural (NBO) method, atoms 1 to 2: atom 1 (N): -0.22, atom 2 (N): -0.41



(4)
The following is a quantum chemistry calculation of a structure of composition C32H23CaF20GeN3O2SSe3, from OMol25.

Values from the calculation:
Orbital gap   8.3 eV
Energy above the lowest of the compared OMol25 structures with the same formula, charge and spin   8.25 kcal per mole

XYZ file:
```
86
C32H23CaF20GeN3O2SSe3 wB97M-V/def2-TZVPD
Se 1.25 -3.71 1.15
Se 2.84 1.36 0.19
Se -1.41 -2.41 -1.45
Ge -0.82 3.58 -3.14
Ca -0.23 0.35 -0.34
S 0.20 2.92 -1.39
F 2.77 1.37 -6.40
F -3.40 7.44 -0.71
F 0.57 6.27 -4.21
F 5.18 -2.42 3.17
F -1.51 0.61 -3.05
F -3.72 -0.79 -3.67
F -0.33 4.33 -8.34
F 0.07 8.82 -3.57
F -1.91 9.43 -1.82
F 4.11 1.71 5.17
F -3.76 4.61 -4.18
F 3.12 2.58 2.82
F 1.66 1.74 -4.00
F -5.94 3.21 -4.77
F -5.95 0.50 -4.54
F 5.14 -0.81 5.36
F -2.92 4.88 -1.35
F 4.24 -1.56 0.83
F -1.48 4.69 -5.94
F 1.81 2.67 -8.58
O 2.67 -0.07 -0.86
O 1.53 -0.86 -0.49
N -2.66 0.90 -0.34
N -0.66 1.90 1.63
N -0.40 -0.87 1.86
C -2.61 1.30 -3.46
C -1.68 8.17 -2.15
C -2.44 7.15 -1.59
C -0.40 -2.33 -3.12
C 4.14 0.91 4.11
C 4.66 -0.37 4.20
C -0.39 3.90 -6.01
C -4.85 2.58 -4.34
C 0.17 3.72 -7.26
C -3.72 0.54 -3.78
C 1.15 2.43 -5.04
C 1.74 2.21 -6.27
C -4.86 1.20 -4.22
C 0.70 -5.38 1.99
C 3.64 1.34 2.89
C 0.09 3.29 -4.87
C -0.62 -0.10 3.09
C -0.75 -4.17 -0.94
C -1.21 5.49 -2.86
C -2.07 2.29 1.60
C -2.18 5.84 -1.94
C -2.56 2.67 -3.54
C -0.45 6.52 -3.37
C -0.68 7.85 -3.04
C -3.71 3.29 -4.00
C 0.75 -4.22 -0.66
C 4.67 -1.19 3.08
C 4.17 -0.73 1.87
C 1.25 2.87 -7.39
C 3.64 0.55 1.75
C -3.00 1.22 1.06
C -0.17 1.34 2.89
H -2.41 2.58 2.61
H -1.01 -4.81 -1.79
H -0.37 -3.33 -3.54
H 1.00 -5.34 3.03
H -0.10 2.71 1.38
H -0.83 -1.79 1.92
H -0.50 1.95 3.75
H -2.15 3.17 0.96
H -0.08 -0.51 3.95
H -3.32 0.23 -0.72
H -4.03 1.58 1.15
H 0.59 -1.07 1.71
H 1.32 -3.59 -1.34
H 0.92 1.39 2.86
H 1.10 -5.25 -0.78
H -0.38 -5.52 1.93
H -1.68 -0.14 3.34
H -2.76 1.75 -0.90
H 0.61 -1.96 -2.92
H -2.92 0.30 1.63
H -1.34 -4.50 -0.09
H -0.92 -1.67 -3.80
H 1.21 -6.21 1.51
```

Atomic partial charges in e from the Löwdin method, atoms 1 to 2: atom 1 (Se): 0.97, atom 2 (Se): 1.13



(5)
The following is a quantum chemistry calculation of a structure of composition C46H40N3O3PS2SeSr, from OMol25.

Values from the calculation:
Orbital gap   6.0 eV
Energy above the lowest of the compared OMol25 structures with the same formula, charge and spin   8.97 kcal per mole

XYZ file:
```
97
C46H40N3O3PS2SeSr wB97M-V/def2-TZVPD
Sr -0.33 -0.17 0.19
Se -3.97 0.17 4.18
S -3.54 0.93 -1.07
S -2.36 -3.37 1.28
P 2.99 1.83 0.73
O -2.52 -0.17 -1.08
O -1.28 -2.52 0.69
O 0.06 1.40 -1.88
N 1.65 -1.79 -0.70
N 1.42 -1.18 2.00
N -1.91 0.69 2.13
C 1.58 2.83 1.35
C -2.42 -5.42 -2.20
C 3.07 -2.80 2.53
C -2.13 -4.48 -1.22
C -2.70 0.50 2.97
C -6.17 1.46 -4.09
C -3.91 -2.44 1.23
C 1.21 1.25 -1.39
C 2.58 -2.24 0.14
C 4.49 3.61 -2.70
C 0.80 3.69 0.58
C 2.84 -2.63 3.88
C 2.82 -2.79 -2.53
C 4.40 2.63 1.62
C 6.64 3.68 2.92
C -3.92 -6.54 -0.68
C -3.63 -5.61 0.30
C -4.83 0.39 0.08
C 3.55 3.22 -3.65
C -3.32 -6.45 -1.93
C 1.87 -1.72 4.28
C 5.53 1.84 1.84
C -2.74 -4.58 0.02
C 3.27 2.47 -0.97
C -4.81 -0.44 -4.65
C 0.12 3.28 3.24
C -5.45 -0.98 -0.19
C 4.40 3.95 2.07
C -0.30 4.33 1.12
C 2.36 -2.04 1.61
C 1.17 -1.04 3.30
C 1.79 -2.03 -2.00
C 3.81 -3.23 -1.67
C -5.84 0.42 -4.96
C -5.47 1.62 -2.91
C -0.65 4.13 2.45
C 4.35 3.25 -1.37
C 6.65 2.37 2.48
C 5.51 4.47 2.72
C 1.22 2.64 2.69
C -4.50 -2.19 -0.15
C -4.45 0.73 -2.60
C -4.10 -0.29 -3.46
C 3.70 -2.94 -0.32
C 2.31 2.09 -1.92
C 2.45 2.47 -3.25
H -4.59 -2.99 1.88
H 5.53 0.81 1.51
H -1.42 -3.68 -1.39
H 1.64 -1.56 5.33
H -4.35 0.46 1.05
H -1.95 -5.36 -3.17
H -6.23 -1.12 0.56
H -6.98 2.14 -4.34
H -4.08 -5.68 1.29
H 7.50 4.09 3.43
H -5.95 -0.97 -1.16
H -5.60 1.16 0.05
H -0.90 4.98 0.50
H -3.55 -7.18 -2.69
H 4.66 -3.79 -2.04
H 5.09 3.57 -0.65
H 3.39 -3.20 4.61
H -3.65 -1.52 1.77
H -4.62 -7.35 -0.47
H 7.52 1.74 2.64
H 3.53 4.57 1.91
H -4.54 -1.24 -5.33
H 1.81 1.98 3.31
H 4.48 -3.25 0.35
H 2.86 -2.99 -3.59
H -5.06 -3.07 -0.46
H -3.70 -2.05 -0.87
H 5.50 5.50 3.07
H -5.72 2.43 -2.23
H -1.52 4.61 2.87
H 0.38 -0.34 3.56
H 1.69 2.18 -3.96
H 3.67 3.51 -4.68
H 5.35 4.20 -3.01
H 1.05 3.86 -0.46
H 1.03 -1.61 -2.65
H -0.15 3.11 4.27
H 3.79 -3.54 2.21
H -3.28 -0.95 -3.19
H -6.39 0.30 -5.89
```

Atomic partial charges in e from the Löwdin method, atoms 1 to 2: atom 1 (Sr): 1.32, atom 2 (Se): 0.46



(6)
The following is a quantum chemistry calculation of a structure of composition C22H22N6RuS at a distorted geometry, from OMol25.

Values from the calculation:
Multiplicity   2
Charge   +1
Orbital gap (spin up / spin down)   7.2 / 8.2 eV
Expectation value of S²   0.76
Energy above the lowest of the compared OMol25 structures with the same formula, charge and spin   25.05 kcal per mole

XYZ file:
```
52
C22H22N6RuS wB97M-V/def2-TZVPD
Ru 1.02 0.70 1.39
S 2.66 -3.91 1.67
N -0.82 -0.54 2.03
N 1.88 0.23 -0.60
N -1.19 2.13 -0.47
N 1.50 0.68 -2.99
N -1.91 -2.46 1.88
N 1.64 -1.59 1.77
C -0.71 -1.85 1.90
C -0.42 1.71 0.27
C 1.11 -0.99 -4.75
C 0.40 1.54 -3.45
C -4.27 -1.54 2.04
C -2.86 0.93 2.22
C 1.23 1.54 3.74
C 1.70 0.44 -1.73
C -4.24 0.88 2.25
C 0.92 2.73 3.03
C -2.18 -0.27 2.08
C 2.78 -2.20 1.69
C -0.66 0.70 -4.13
C 1.93 2.95 2.08
C 0.60 -2.47 1.80
C -2.88 -1.48 2.00
C 2.15 -0.13 -4.04
C 2.46 1.05 3.25
C 2.89 1.90 2.20
C -0.05 -0.13 -5.27
C -4.93 -0.33 2.16
C 0.96 -3.78 1.76
H -0.01 2.09 -2.61
H -2.08 -3.45 1.80
H -2.32 1.87 2.27
H 3.03 0.23 3.67
H 0.73 -1.74 -4.05
H 2.93 -0.73 -3.59
H 0.31 0.54 -6.05
H -1.45 1.35 -4.51
H 1.59 -1.52 -5.57
H -1.11 0.03 -3.39
H 0.68 1.15 4.58
H 2.01 3.80 1.42
H 2.61 0.57 -4.74
H 3.73 -1.69 1.65
H -4.80 1.80 2.35
H 0.07 3.37 3.22
H 0.83 2.25 -4.16
H 0.35 -4.66 1.77
H -0.81 -0.77 -5.71
H 3.83 1.84 1.69
H -4.81 -2.48 1.98
H -6.01 -0.32 2.18
```

Atomic partial charges in e from the natural (NBO) method, atoms 1 to 2: atom 1 (Ru): 0.71, atom 2 (S): 0.52